{
  "formula": "C26H79N6O10",
  "method": "the ωB97M-V functional and the def2-TZVPD basis",
  "e_lumo_ev": -5.5,
  "relative_energy_kj_mol": 1077.0,
  "fmax_ev_per_a": 3.00,
  "charge": 1,
  "orbital_gap_ev": 2.767,
  "multiplicity": 1,
  "species": ["O", "H", "H", "C", "C", "H", "H", "H", "H", "H", "H", "H", "H", "H", "C", "H", "H", "O", "O", "H", "H", "H", "H", "O", "H", "H", "H", "C", "H", "H", "O", "H", "H", "H", "H", "C", "C", "H", "H", "H", "C", "H", "H", "C", "O", "H", "H", "O", "H", "H", "H", "H", "C", "H", "H", "C", "H", "C", "N", "H", "C", "H", "H", "C", "H", "H", "H", "H", "C", "C", "H", "N", "H", "H", "N", "H", "H", "H", "H", "H", "H", "H", "H", "C", "H", "C", "H", "H", "O", "O", "H", "H", "C", "H", "H", "H", "H", "N", "H", "C", "H", "N", "H", "H", "N", "H", "C", "H", "H", "O", "C", "C", "H", "C", "C", "C", "H", "H", "C", "H", "H"],
  "coordinates": [[14.558636, 2.375162, -8.061108], [10.826802, -6.085299, -8.488603], [11.760683, 1.230007, -1.157645], [14.780006, -4.107459, -15.095369], [15.054054, -5.711034, -16.959347], [12.727640, -9.293773, -10.980606], [10.794808, -1.600110, 0.019581], [11.779313, -8.978457, -12.556329], [4.459556, 4.710102, -9.218104], [11.199764, 10.433258, -5.189982], [2.985170, 7.308574, -13.180932], [0.543633, 8.538969, -12.297581], [15.096457, -1.496838, -4.406850], [9.698312, -0.489330, -0.619662], [9.680152, 4.138059, -20.137337], [9.891818, -3.522515, -0.420832], [14.141487, -4.908633, -14.723195], [14.915798, -4.320255, -16.558164], [11.553741, -0.882523, -1.684427], [10.567914, -2.958286, -2.199739], [11.497072, -5.725539, -10.193973], [20.038133, 2.910913, -5.340664], [13.015220, 0.319001, -1.972880], [10.220522, 3.814763, -18.837483], [8.695521, -9.656033, -11.372391], [12.353730, -5.894452, -8.619288], [14.932252, 11.668805, -3.121832], [2.198735, 7.610289, -11.305772], [18.126545, 0.503560, -11.465799], [9.487581, 3.379075, -23.160108], [19.956564, 3.196954, -6.253423], [12.032898, -10.612753, -11.989963], [1.954561, 6.316882, -9.617832], [12.647828, -2.671979, -16.602804], [3.698342, 5.932685, -8.298073], [12.761558, -2.549815, -15.525655], [10.225330, 4.814040, -17.804702], [12.723048, 2.740784, -7.104454], [12.744478, 0.026178, -0.259265], [10.394629, 1.448457, -21.833435], [0.799239, 7.586530, -11.833234], [12.618532, 3.353628, -10.083124], [14.322992, 9.562410, -2.087018], [2.650019, 6.413042, -10.451610], [3.979418, 6.641290, -10.055123], [15.853644, -6.149561, -16.362319], [17.559877, 0.352890, -10.024351], [15.805929, -1.723209, -5.008208], [20.624058, 2.693441, -6.725163], [7.975077, -1.360485, -2.338204], [9.548824, -8.124534, -9.590834], [2.281488, 8.373625, -10.532108], [10.354624, -1.301652, -0.931870], [14.746003, 10.684731, -5.545354], [12.116514, 1.757192, -9.225817], [14.174464, -2.750066, -14.883866], [14.117196, -2.702534, -13.796417], [16.811958, 10.854040, -3.704857], [8.885450, 3.286774, -22.354479], [19.117185, 2.898562, -6.611193], [12.247421, 0.255717, -1.201787], [10.485572, -10.052958, -9.947611], [4.011200, 7.594915, -11.952972], [10.562513, -9.442997, -10.847675], [11.413578, 3.352998, -8.870522], [17.361305, 9.918667, -3.811586], [8.280645, -2.845096, -3.392626], [5.414246, 6.162918, -8.545028], [14.509971, 10.143126, -4.629362], [13.308958, 3.007174, -7.984138], [19.102511, 0.060257, -10.294011], [3.178087, 7.934441, -12.412059], [9.242595, 5.277383, -17.717288], [8.433981, 4.190098, -22.370957], [15.306110, 9.737298, -2.238657], [8.522474, -2.762725, -0.443342], [13.454114, 4.081677, -7.872456], [8.707996, 4.606400, -19.983418], [12.311799, -1.609701, -15.206240], [11.386193, 2.804306, -22.325087], [10.373227, 4.821112, -20.628440], [15.756335, -4.229235, -14.626287], [17.312026, 11.444484, -2.937132], [10.350424, -8.064530, -10.327011], [15.687565, -1.132653, -5.752153], [12.317859, 2.827332, -9.177204], [9.952821, -7.335276, -11.032848], [10.534504, 4.306642, -16.890890], [13.086942, 10.465673, -4.413370], [11.514453, -7.655919, -9.651161], [12.468997, 10.095513, -6.397009], [16.858950, 11.565180, -4.529584], [11.566850, -6.287846, -9.262816], [15.763496, 10.180092, -1.454539], [12.064907, -3.314842, -15.182887], [8.880301, 2.179580, -20.703028], [0.755401, 6.752240, -12.533340], [9.569815, -9.885299, -11.823153], [2.556904, 5.488014, -11.020598], [4.507264, 5.779449, -9.012390], [11.450297, 2.038151, -20.631145], [9.078475, -3.391501, -1.005130], [11.991089, 8.866465, -5.174545], [14.683886, 9.074954, -4.759148], [14.809976, -1.584898, -15.358387], [14.040161, -6.110757, -16.940620], [10.852065, 2.372120, -21.478903], [0.098705, 7.354768, -11.030964], [9.589072, -9.296671, -12.643667], [18.209876, 0.013989, -10.644230], [11.923854, -9.579989, -11.658906], [9.741409, -2.384009, -1.781165], [14.772267, -1.768500, -16.350838], [15.300071, 10.677857, -3.387954], [12.148556, 9.927385, -5.368828], [8.697938, -2.001298, -2.843097], [15.518043, -5.786079, -17.942800], [11.022835, 5.524560, -18.022070], [9.538626, 2.953267, -21.098126], [14.099810, -0.873009, -15.263646], [9.247278, -1.390591, -3.559586]],
  "forces_ev_per_a": [[-1.0, 0.0, 0.0], [-1.3, 0.2, -0.7], [-0.7, -0.2, 0.0], [0.4, -0.7, -2.9], [0.5, 1.7, 0.5], [0.2, 0.2, -0.6], [-0.3, -1.0, 0.3], [0.5, 0.3, 0.1], [0.6, 0.0, -0.6], [0.1, 0.1, 0.0], [0.0, -0.2, -0.2], [0.0, -0.2, -0.1], [-0.2, 0.0, 0.2], [-0.3, 0.4, -0.7], [0.1, 0.6, 0.8], [-0.3, -1.5, 1.3], [-0.3, 0.2, 0.3], [0.3, -0.1, 0.7], [-1.9, 0.8, 0.4], [0.3, 0.6, -0.7], [-0.3, 0.7, 0.4], [-0.2, 0.0, 1.4], [0.3, 0.5, 0.2], [-0.2, -0.9, -0.4], [-0.8, -0.4, -0.3], [1.4, -1.1, -0.8], [-0.4, 0.0, -0.1], [1.3, 0.8, 0.3], [-0.1, 0.5, -1.1], [0.6, -0.4, 0.2], [0.6, 0.6, -0.1], [0.0, 0.0, 0.2], [0.0, 0.1, 0.5], [0.9, 0.3, -0.1], [0.3, -0.4, 1.0], [-1.3, -2.2, 1.2], [0.4, -0.7, -1.3], [0.1, -0.4, 0.6], [-0.1, 0.1, 0.3], [1.0, -0.7, -0.7], [0.0, -0.8, 0.3], [0.4, -0.6, -0.2], [-0.1, -0.2, 1.0], [-0.5, -0.5, -0.8], [1.4, -0.2, -0.2], [-0.6, -0.6, 0.7], [-1.1, 0.4, 1.1], [0.4, -0.1, 0.0], [1.1, -0.3, -0.9], [-0.5, -0.2, -0.3], [-0.4, 0.0, 0.3], [0.1, 0.8, -0.4], [2.2, 1.0, -0.6], [0.6, 0.0, 0.0], [-0.1, 0.1, -0.7], [-2.9, -0.5, 0.4], [-0.4, 0.2, 0.3], [-0.9, 1.2, -0.3], [-0.8, 1.2, -0.8], [-1.8, -0.1, -0.5], [0.9, -0.9, -0.8], [0.4, -0.6, -0.3], [0.9, 0.2, -0.6], [1.8, -0.8, -2.1], [-0.3, -0.2, 0.1], [-0.2, 0.1, -0.4], [0.0, 0.0, 0.5], [0.1, -0.1, -0.8], [-1.4, 1.0, 1.0], [1.1, -0.1, -1.2], [0.9, 0.0, 0.4], [-1.0, -0.3, 1.8], [0.1, 0.2, 0.2], [-0.5, 0.1, 0.5], [-1.0, 0.1, -1.5], [-1.1, -0.6, 0.8], [0.1, 0.6, 0.1], [-0.2, 0.3, -0.1], [0.2, 0.1, -0.1], [0.1, 0.4, 0.5], [-0.1, 0.5, -0.1], [0.2, 0.2, 0.0], [-0.1, -0.3, 0.5], [-0.6, 1.0, 1.1], [-0.2, 0.2, -0.2], [0.5, 0.4, 1.3], [0.6, 0.2, -0.7], [-0.4, -0.1, 0.0], [0.6, -0.7, -0.1], [1.5, 0.3, 0.6], [0.1, 0.0, -0.1], [0.4, -0.5, -0.6], [-1.1, -0.2, 0.1], [-0.4, 0.0, 0.2], [-0.3, -0.2, 0.3], [0.3, 0.0, 0.8], [-0.4, 0.1, -0.4], [-0.9, 0.2, 1.1], [0.2, -0.4, -0.2], [-2.8, 1.0, 0.3], [0.3, 0.5, -0.1], [0.5, 0.4, 1.6], [0.1, -0.2, -0.2], [-0.1, -0.2, 0.0], [2.4, 0.9, -0.8], [0.4, -0.8, 0.2], [-0.4, -2.6, 0.2], [-0.2, 0.1, 0.0], [0.2, 0.2, -0.2], [-0.2, -0.8, -0.4], [-1.4, -0.3, 1.7], [-0.5, -1.1, -2.0], [0.7, 0.5, -0.6], [1.9, -0.8, -0.3], [0.7, 0.2, 1.0], [1.9, 1.4, -0.1], [-0.6, 0.5, -0.3], [-0.2, 0.5, -0.1], [-0.1, 1.2, 0.4], [0.4, 0.5, 0.2], [-0.4, 0.3, -0.3]],
  "lowdin_charge": [-0.372, 0.082, 0.085, -0.160, -0.082, 0.066, 0.120, 0.071, 0.085, 0.084, 0.057, 0.085, 0.031, 0.127, -0.183, 0.066, 0.120, -0.229, -0.209, 0.140, 0.089, 0.175, 0.080, -0.212, 0.065, 0.080, 0.130, -0.438, 0.181, 0.063, 0.333, 0.071, 0.121, 0.084, 0.074, -0.068, -0.092, 0.080, 0.082, 0.081, -0.072, 0.054, 0.064, -0.233, -0.215, 0.081, 0.166, -0.057, 0.160, 0.078, 0.123, 0.131, -0.159, 0.115, 0.058, -0.460, 0.131, -0.086, 0.030, 0.148, -0.123, 0.141, 0.044, -0.426, 0.054, 0.074, 0.081, 0.090, -0.153, -0.496, 0.162, 0.051, 0.084, 0.066, 0.023, 0.069, 0.080, 0.117, 0.074, 0.085, 0.125, 0.117, 0.067, -0.248, 0.023, -0.120, 0.124, 0.082, -0.225, -0.194, 0.080, 0.069, -0.098, 0.067, 0.069, 0.134, 0.078, 0.027, 0.125, -0.061, 0.084, 0.033, 0.080, 0.120, 0.019, 0.091, -0.074, 0.078, 0.066, 0.339, -0.039, -0.492, 0.072, -0.409, -0.100, -0.048, 0.081, 0.080, -0.468, 0.060, 0.072]
}